No. 1
Density functional theory data (the ωB97M-V functional and the def2-TZVPD basis) for the ion C10H16NS2 with charge +1 in a non-equilibrium geometry.

Atoms and positions in Å:
C  1.15583  -1.96593  2.76969
C  0.51830  -0.79814  2.80107
C  1.06963  -2.73732  1.55171
C  -0.40966  -0.35452  1.79783
C  0.28147  -2.34203  0.58202
C  1.59049  2.18318  -2.47626
C  0.66028  1.85432  -1.27179
C  -0.84879  1.56412  -1.70741
C  -1.52646  0.71325  -0.61697
C  -0.93826  -0.63813  -0.59028
N  -0.38240  -1.10966  0.54288
S  -0.77614  -1.64428  -1.96172
S  -2.05270  -0.36292  2.75803
H  1.72565  -2.43014  3.51179
H  0.48794  -0.24191  3.75022
H  1.71750  -3.52632  1.48931
H  -0.25887  0.73819  1.53901
H  0.03209  -3.00682  -0.26354
H  1.66664  1.25429  -3.01696
H  2.48692  2.47190  -2.05800
H  1.20056  2.95263  -3.24182
H  1.08066  0.89010  -0.84514
H  0.67851  2.85330  -0.65149
H  -1.33765  2.54593  -1.80577
H  -0.81997  1.23784  -2.79084
H  -2.55473  0.69442  -1.10596
H  -1.54218  1.13111  0.31271
H  -1.34644  -0.89619  -2.86943
H  -1.55819  -1.03026  3.86710

Computed properties:
* orbital gap: 7.6253 eV
* HOMO level: -12.3 eV
* total charge: +1
* M: 214.4 g/mol
* LUMO level: -4.705 eV
* F_max: 5.43 eV Å⁻¹
* multiplicity: 1



No. 2
Density functional theory data (the ωB97M-V functional and the def2-TZVPD basis) for a cluster of 2 separate species, C10H16O in total in a non-equilibrium geometry.

Atoms and positions in Å:
C  -1.63833  -2.14350  2.77750
C  -1.22019  -1.05538  1.80327
C  0.08268  -0.55541  1.90454
C  0.53638  0.40837  1.00898
C  -0.40698  1.16064  0.32678
O  -0.06854  2.24986  -0.41058
C  -1.68710  0.65362  0.13140
C  -2.06367  -0.46538  0.87812
H  -0.93403  -2.13805  3.58720
H  -1.61882  -3.09534  2.23821
H  -2.65199  -2.04924  3.13745
H  0.74912  -0.97181  2.64945
H  1.58565  0.58793  0.91389
H  0.79882  2.63117  -0.28349
H  -2.25897  0.92377  -0.73126
H  -3.00630  -0.90265  0.56424
C  2.49040  -0.82880  -1.69607
C  1.20298  -0.30997  -2.38392
C  1.63318  1.03226  -3.02704
H  2.19470  -1.77193  -1.30035
H  3.30110  -0.88450  -2.42169
H  2.80315  0.02728  -1.09518
H  0.35622  -0.20779  -1.70609
H  0.74923  -0.99141  -3.10777
H  1.31746  1.85287  -2.38649
H  0.97353  1.19557  -3.88981
H  2.64694  1.04399  -3.35666

Computed properties:
* orbital gap: 9.2052 eV
* HOMO level: -8.3 eV
* M: 152.2 g/mol
* LUMO level: 0.872 eV
* F_max: 3.09 eV Å⁻¹
* multiplicity: 1



No. 3
Density functional theory data (the ωB97M-V functional and the def2-TZVPD basis) for a cluster of 2 separate species, C10H16O in total in a non-equilibrium geometry.

Atoms and positions in Å:
C  -2.73368  -0.59546  0.86709
C  -1.71308  -1.00542  -0.20420
C  -0.48420  -1.67618  0.39508
C  -0.51113  -3.03692  0.69101
C  0.63574  -3.67204  1.13843
C  1.77728  -2.92355  1.38083
C  1.76779  -1.55527  1.22069
C  0.63255  -0.91844  0.70323
H  -3.76340  -0.66819  0.49886
H  -2.64281  0.46324  1.10502
H  -2.66987  -1.19420  1.76729
H  -2.16655  -1.70079  -0.91380
H  -1.40561  -0.15976  -0.82123
H  -1.45256  -3.56412  0.57975
H  0.69168  -4.74127  1.31843
H  2.62501  -3.45097  1.80441
H  2.69964  -1.01184  1.35062
H  0.70979  0.15158  0.55408
C  1.03879  2.69016  -1.88639
C  1.07420  4.15593  -1.47384
O  0.31593  4.39074  -0.29632
H  1.74152  2.49108  -2.69215
H  0.03798  2.40726  -2.19821
H  1.40148  2.10972  -1.04102
H  2.10723  4.43759  -1.26757
H  0.70661  4.80537  -2.27978
H  -0.42030  3.77179  -0.30031

Computed properties:
* orbital gap: 9.8907 eV
* HOMO level: -9.1 eV
* M: 152.2 g/mol
* LUMO level: 0.779 eV
* F_max: 1.23 eV Å⁻¹
* multiplicity: 1



No. 4
Density functional theory data (the ωB97M-V functional and the def2-TZVPD basis) for a cluster of 2 separate species, C10H16O in total in a non-equilibrium geometry.

Atoms and positions in Å:
C  -2.33059  2.25387  1.39003
C  -1.60130  1.36575  0.40678
C  -1.72118  -0.01842  0.49762
C  -1.16659  -0.83814  -0.47891
C  -0.56464  -0.27449  -1.58996
O  -0.14248  -1.09172  -2.62953
C  -0.51285  1.10142  -1.73767
C  -1.00008  1.91058  -0.71549
H  -3.36265  2.39857  1.07029
H  -1.83793  3.22482  1.46406
H  -2.28312  1.85501  2.40978
H  -2.27726  -0.43918  1.33171
H  -1.32712  -1.90564  -0.46655
H  0.75806  -1.39655  -2.49682
H  -0.14752  1.52496  -2.66520
H  -0.91690  2.98473  -0.85330
C  2.44490  -2.34584  0.51274
C  2.05214  -1.34535  1.61676
C  3.06719  -0.25257  1.84008
H  3.15000  -3.07149  0.91342
H  1.57593  -2.96358  0.28885
H  2.80283  -1.86696  -0.39318
H  1.86189  -1.93810  2.51968
H  1.03862  -0.99167  1.39127
H  4.03735  -0.66875  2.11133
H  2.71898  0.46275  2.58916
H  3.20309  0.33712  0.93077

Computed properties:
* orbital gap: 9.7601 eV
* HOMO level: -8.9 eV
* M: 152.2 g/mol
* LUMO level: 0.879 eV
* F_max: 1.22 eV Å⁻¹
* multiplicity: 1